{
  "formula": "C23H65ClO10P2Si2",
  "method": "wB97M-V/def2-TZVPD",
  "species": ["C", "C", "C", "C", "C", "Si", "O", "Si", "Cl", "P", "P", "O", "O", "O", "H", "H", "H", "H", "H", "H", "H", "H", "H", "H", "H", "H", "H", "H", "H", "H", "H", "C", "C", "C", "O", "H", "H", "H", "H", "H", "H", "H", "H", "C", "C", "C", "O", "H", "H", "H", "H", "H", "H", "H", "H", "C", "C", "C", "O", "H", "H", "H", "H", "H", "H", "H", "H", "C", "C", "C", "O", "H", "H", "H", "H", "H", "H", "H", "H", "C", "C", "C", "O", "H", "H", "H", "H", "H", "H", "H", "H", "C", "C", "C", "O", "H", "H", "H", "H", "H", "H", "H", "H"],
  "coordinates": [[6.278, 0.675, -2.532], [5.282, 1.253, -3.566], [4.721, 0.122, -4.445], [3.881, -0.833, -3.574], [2.524, -1.208, -4.188], [1.633, -2.286, -2.947], [0.097, -2.733, -3.481], [-1.277, -2.044, -2.912], [-1.303, -1.812, -0.856], [-1.488, -0.110, -4.024], [-2.969, 1.085, -2.977], [-3.885, 1.693, -3.948], [-3.715, 0.163, -1.922], [-2.196, 2.188, -2.098], [6.597, -0.336, -2.790], [7.163, 1.308, -2.463], [5.843, 0.631, -1.532], [4.420, 1.641, -3.016], [5.770, 2.017, -4.167], [4.129, 0.528, -5.265], [5.581, -0.430, -4.832], [4.426, -1.747, -3.327], [3.674, -0.329, -2.623], [2.649, -1.802, -5.098], [1.948, -0.312, -4.433], [1.580, -1.554, -1.667], [2.420, -3.519, -2.746], [-2.448, -2.861, -3.240], [-0.269, 0.532, -3.717], [-4.651, 0.411, -1.951], [-1.954, 2.901, -2.705], [-3.390, -5.014, 2.735], [-2.754, -5.853, 1.639], [-1.235, -5.809, 1.717], [-3.198, -5.388, 0.364], [-3.090, -3.967, 2.634], [-4.477, -5.052, 2.666], [-3.089, -5.361, 3.725], [-3.092, -6.887, 1.716], [-0.880, -4.781, 1.596], [-0.795, -6.408, 0.920], [-0.876, -6.184, 2.676], [-2.902, -4.473, 0.291], [-3.032, -1.313, 4.803], [-2.982, -2.483, 5.772], [-3.639, -2.145, 7.100], [-1.629, -2.895, 5.984], [-2.492, -0.451, 5.206], [-2.553, -1.584, 3.860], [-4.058, -1.010, 4.600], [-3.489, -3.338, 5.322], [-3.113, -1.316, 7.582], [-3.597, -3.000, 7.776], [-4.683, -1.857, 6.960], [-1.160, -2.153, 6.380], [-7.546, 1.436, 3.968], [-7.477, 0.280, 4.955], [-8.144, 0.632, 6.276], [-6.120, -0.104, 5.170], [-7.021, 2.308, 4.370], [-7.065, 1.165, 3.028], [-8.578, 1.722, 3.762], [-7.964, -0.596, 4.524], [-7.637, 1.482, 6.742], [-8.086, -0.208, 6.969], [-9.193, 0.894, 6.133], [-5.652, 0.648, 5.551], [-1.571, 3.278, 2.338], [-2.372, 2.084, 2.833], [-3.575, 1.808, 1.944], [-2.800, 2.309, 4.178], [-2.192, 4.179, 2.347], [-0.715, 3.462, 2.989], [-1.209, 3.121, 1.321], [-1.736, 1.198, 2.863], [-4.249, 2.670, 1.940], [-4.136, 0.951, 2.322], [-3.272, 1.603, 0.916], [-3.365, 3.089, 4.173], [1.038, 4.210, -3.257], [1.420, 3.131, -2.255], [0.973, 3.489, -0.847], [2.829, 2.903, -2.297], [1.524, 5.154, -3.002], [1.360, 3.933, -4.261], [-0.041, 4.377, -3.271], [0.962, 2.182, -2.546], [1.458, 4.411, -0.517], [1.251, 2.700, -0.147], [-0.108, 3.631, -0.800], [3.273, 3.721, -2.047], [10.406, 1.984, -5.759], [9.404, 1.305, -4.838], [9.920, -0.036, -4.341], [8.152, 1.140, -5.501], [10.589, 1.365, -6.642], [10.021, 2.944, -6.102], [11.359, 2.151, -5.255], [9.198, 1.954, -3.985], [10.088, -0.714, -5.183], [9.188, -0.504, -3.680], [10.859, 0.075, -3.798], [8.293, 0.570, -6.264]],
  "forces_ev_per_angstrom": [[-0.0471, 0.3665, -0.0196], [-0.1508, -0.8805, 0.3171], [0.5033, -0.0095, 0.6298], [-0.4536, 0.2512, -0.1671], [-0.0776, -0.5299, 0.2084], [0.4023, -0.0853, -0.4863], [0.0057, 0.5285, 0.8442], [-0.2054, -0.0479, -0.0180], [0.1188, -0.1347, -0.1152], [-0.0288, -0.3434, -0.6245], [0.0606, 0.4182, -0.3638], [-0.0989, 0.0953, -0.1046], [0.1883, 0.0218, 0.1959], [0.0567, -0.3182, 0.0478], [0.0977, 0.0257, -0.0748], [0.0690, -0.0956, 0.0353], [-0.0221, -0.0490, -0.0036], [0.3386, 0.4466, -0.3118], [-0.1231, 0.0714, -0.0357], [-0.0069, -0.0775, -0.0697], [-0.1379, 0.0681, -0.4316], [0.1119, 0.0388, -0.0236], [0.0757, -0.0463, 0.0561], [0.0211, 0.1845, -0.1273], [0.0117, 0.0261, -0.0666], [-0.2164, -0.0054, 0.0514], [-0.0982, -0.0685, 0.0008], [0.0440, -0.0536, -0.0278], [-0.1235, 0.0508, 0.4125], [-0.0711, -0.1397, 0.0924], [-0.0170, 0.1982, 0.1506], [-0.1445, -0.0737, 0.0970], [0.1576, 0.3642, 0.0778], [0.0352, -0.1073, -0.0958], [0.0032, -0.1625, -0.0073], [0.0858, -0.0184, 0.0270], [0.0056, -0.0445, -0.0033], [0.0174, 0.0323, 0.0048], [-0.0699, 0.0078, -0.0848], [-0.0229, 0.0188, 0.0646], [-0.0169, -0.0197, 0.0125], [-0.0008, 0.0235, 0.0094], [-0.0223, 0.0474, -0.1156], [0.1005, -0.0140, -0.1714], [0.0716, 0.3658, 0.1099], [-0.0610, -0.1036, 0.0464], [-0.0706, -0.2255, -0.0932], [-0.0633, 0.0124, 0.0634], [-0.0078, -0.0347, 0.0072], [-0.0051, -0.0036, 0.0134], [0.1027, -0.0900, 0.0315], [-0.0251, 0.0482, -0.0485], [-0.0091, -0.0112, -0.0220], [0.0117, 0.0308, -0.0152], [0.0127, 0.0181, -0.0056], [0.0426, -0.0616, -0.1133], [0.0264, 0.3445, 0.1208], [0.0048, -0.1170, 0.0578], [-0.0997, -0.1423, -0.0358], [-0.0485, 0.0118, 0.0464], [-0.0184, -0.0206, 0.0024], [0.0019, 0.0127, 0.0126], [0.0704, -0.0519, -0.0014], [-0.0259, 0.0438, -0.0450], [-0.0152, -0.0127, -0.0218], [0.0046, 0.0154, -0.0015], [0.0434, 0.0029, -0.0276], [0.1224, -0.0214, 0.0653], [-0.2642, 0.3002, -0.1541], [-0.0372, -0.1479, 0.0143], [0.0994, -0.1929, 0.0752], [-0.0378, -0.0184, -0.0628], [0.0086, -0.0350, -0.0080], [-0.0249, -0.0091, -0.0090], [0.0002, -0.0039, 0.1373], [0.0463, 0.0412, -0.0387], [0.0293, -0.0143, 0.0050], [0.0069, 0.0174, -0.0013], [0.0072, 0.0259, 0.0027], [0.0304, -0.1178, -0.1290], [0.0611, 0.3536, 0.0868], [0.0574, -0.1151, 0.0775], [-0.3116, -0.0753, 0.0490], [-0.0591, 0.0183, 0.0586], [-0.0312, -0.0212, 0.0073], [-0.0034, 0.0509, 0.0003], [0.0905, -0.0496, 0.0030], [-0.0407, 0.0402, -0.0475], [-0.0345, -0.0189, -0.0146], [0.0096, 0.0033, 0.0026], [0.0121, -0.0001, 0.0018], [-0.0612, 0.1222, -0.0107], [0.1943, -0.2103, -0.2073], [-0.0969, -0.0296, 0.0964], [-0.1055, 0.1113, 0.1198], [0.0383, -0.0460, 0.0362], [-0.0001, 0.0043, 0.0286], [0.0048, -0.0161, -0.0057], [-0.0856, 0.0111, -0.0144], [0.0569, 0.0343, -0.0202], [0.0044, 0.0282, 0.0163], [0.0080, -0.0033, -0.0149], [0.0073, -0.0082, -0.0125]],
  "e_tot_ha": -3389.81581,
  "homo_lumo_gap_ev": 10.090
}